Record 1
A molecular structure, C45H43N5O2PS4Sn in a non-equilibrium geometry, computed with ωB97M-V with the def2-TZVPD basis set.

Each line ends with the Löwdin charge.
Cartesian coordinates (Å):
Sn -9.40505 -13.55486 -17.11608  1.043
C -21.90664 -15.73909 -23.06651  -0.042
O -20.82440 -14.81934 -23.35859  -0.069
C -19.72266 -14.82585 -22.59668  -0.279
C -18.72825 -13.89699 -22.95391  0.015
C -17.57717 -13.82723 -22.22849  -0.024
C -17.32436 -14.69368 -21.16157  -0.169
C -18.29012 -15.63606 -20.85030  -0.034
C -19.46590 -15.72446 -21.56009  -0.013
C -16.01919 -14.59819 -20.52088  -0.235
N -15.07358 -13.73875 -20.91257  0.188
C -14.02841 -13.96059 -20.06966  -0.176
C -14.30041 -14.97849 -19.16730  -0.121
N -15.59918 -15.38089 -19.47401  0.183
C -13.39425 -15.40603 -18.17591  -0.074
C -13.59568 -16.47328 -17.28535  0.034
C -12.61346 -16.80197 -16.33548  -0.020
C -11.43288 -16.05188 -16.31961  -0.080
N -11.25837 -14.97348 -17.15136  -0.005
C -12.19481 -14.66291 -18.09827  -0.127
C -11.88416 -13.62236 -19.05348  -0.139
N -10.70793 -12.92834 -18.96591  -0.013
C -10.30041 -12.17394 -20.03099  -0.120
C -11.15276 -11.78081 -21.04632  -0.015
C -12.43179 -12.35510 -21.08019  0.054
C -12.78828 -13.26436 -20.08227  -0.066
H -22.70393 -15.42315 -23.75103  0.099
H -22.26439 -15.60303 -22.04635  0.093
H -21.63561 -16.77153 -23.26477  0.093
H -18.92652 -13.21937 -23.78237  0.129
H -16.78763 -13.11809 -22.49167  0.118
H -18.09107 -16.36712 -20.05816  0.112
H -20.16556 -16.50077 -21.28085  0.109
H -16.18191 -16.05870 -18.95971  0.168
H -14.53568 -17.01388 -17.35293  0.119
H -12.74961 -17.61088 -15.60765  0.121
H -10.60819 -16.29129 -15.64442  0.107
H -9.26047 -11.85745 -20.04012  0.112
H -10.82202 -11.09756 -21.83551  0.125
H -13.17555 -12.14370 -21.85010  0.129
S -4.76363 -13.90798 -15.73991  0.655
C -6.34131 -14.39408 -15.97025  -1.712
S -6.31104 -13.12941 -17.13276  0.472
S -7.48684 -15.46078 -15.40749  0.541
C -8.29601 -19.82539 -18.61318  -0.096
C -8.02328 -18.31347 -18.40423  -0.291
C -8.74794 -17.53912 -19.48849  -0.342
S -8.54155 -15.71451 -19.41572  0.808
O -9.50839 -15.19521 -20.45596  -0.528
C -6.82338 -15.52410 -20.03916  -0.320
C -6.76698 -15.12884 -21.50324  -0.277
C -7.00895 -13.64037 -21.79327  -0.096
H -7.75570 -20.42682 -17.88838  0.070
H -7.99204 -20.14696 -19.60578  0.075
H -9.36466 -20.06069 -18.48339  0.079
H -6.95587 -18.13904 -18.43028  0.095
H -8.35891 -17.98981 -17.40413  0.094
H -9.82546 -17.69890 -19.42309  0.095
H -8.42181 -17.79870 -20.48958  0.097
H -6.37265 -16.48978 -19.86811  0.077
H -6.34034 -14.81119 -19.36227  0.039
H -7.51611 -15.69264 -22.05807  0.104
H -5.78639 -15.43104 -21.87763  0.113
H -8.06733 -13.39592 -21.66455  0.048
H -6.73684 -13.39717 -22.82858  0.080
H -6.42496 -12.98590 -21.14755  0.071
N -10.42876 -12.25965 -15.69754  -0.394
P -10.06924 -10.73541 -15.60159  0.655
C -8.34743 -10.48708 -15.23120  -0.311
C -7.76730 -11.34329 -14.26358  -0.087
C -6.40398 -11.30279 -14.03745  -0.113
C -5.62946 -10.34865 -14.71633  -0.091
C -6.21366 -9.42498 -15.57928  -0.077
C -7.59544 -9.41956 -15.75436  -0.090
C -11.02210 -10.09901 -14.24571  -0.308
C -10.74026 -8.81049 -13.76405  -0.077
C -11.46500 -8.31668 -12.67943  -0.076
C -12.46353 -9.10416 -12.08012  -0.076
C -12.75881 -10.37311 -12.58160  -0.081
C -12.05749 -10.86573 -13.67205  -0.075
C -10.44247 -9.77360 -17.06753  -0.267
C -11.71108 -9.14270 -17.22595  -0.053
C -12.06112 -8.53415 -18.42900  -0.067
C -11.13467 -8.50135 -19.48304  -0.085
C -9.87335 -9.06681 -19.33899  -0.101
C -9.50701 -9.68109 -18.12911  -0.117
H -8.41086 -12.02403 -13.69839  0.116
H -5.92147 -12.03341 -13.38815  0.105
H -4.55465 -10.31216 -14.52669  0.111
H -5.60241 -8.68704 -16.09964  0.110
H -8.05868 -8.64891 -16.37373  0.105
H -9.97175 -8.17881 -14.23560  0.115
H -11.22573 -7.34383 -12.22156  0.111
H -12.97409 -8.70627 -11.20471  0.105
H -13.52607 -10.96130 -12.09204  0.103
H -12.27372 -11.84893 -14.08825  0.090
H -12.40361 -9.12413 -16.39041  0.107
H -13.06366 -8.10983 -18.54420  0.112
H -11.40496 -8.00554 -20.41905  0.110
H -9.14985 -9.03871 -20.16399  0.115
H -8.53460 -10.13957 -18.04602  0.093

Computed properties:
HOMO energy (alpha / beta)   -9.57 / -9.57 eV
Relative energy (zero: lowest compared OMol25 entry of this formula, charge and spin)   20.6 kcal per mole
Maximum force   2.71 eV/A
Molecular weight   963.83 g/mol
Total charge   +1
Multiplicity   1

Record 2
A molecular structure, C45H43N5O2PS4Sn in a non-equilibrium geometry, computed with ωB97M-V with the def2-TZVPD basis set.

Each line ends with the Löwdin charge.
Cartesian coordinates (Å):
Sn 1.64413 1.86512 0.93783  1.135
C -5.38499 -10.55853 1.56078  -0.046
O -4.93824 -9.79175 0.40524  -0.079
C -4.21581 -8.66223 0.62257  -0.259
C -3.89681 -8.12737 1.89133  -0.004
C -3.16486 -6.95028 1.95482  -0.022
C -2.74565 -6.28070 0.79713  -0.174
C -3.06220 -6.84013 -0.46453  -0.003
C -3.79021 -8.00950 -0.55896  0.018
C -2.04246 -5.04934 0.85023  -0.234
N -1.65368 -4.32722 -0.23902  0.188
C -1.01053 -3.22426 0.27020  -0.179
C -0.99951 -3.24675 1.67311  -0.124
N -1.65491 -4.42586 2.02482  0.186
C -0.46183 -2.24153 2.46935  -0.075
C -0.46676 -2.22634 3.86512  0.021
C 0.06696 -1.11915 4.53029  -0.022
C 0.56055 -0.04877 3.77676  -0.109
N 0.58993 -0.04726 2.42259  0.016
C 0.12325 -1.12317 1.76210  -0.150
C 0.20839 -1.14080 0.34979  -0.125
N 0.90399 -0.11434 -0.23955  0.021
C 0.98775 -0.10272 -1.60243  -0.152
C 0.41434 -1.06640 -2.41472  -0.035
C -0.28631 -2.13454 -1.83001  0.034
C -0.38487 -2.18299 -0.43427  -0.077
H -5.90008 -11.42235 1.13164  0.095
H -6.10647 -10.00457 2.16612  0.094
H -4.55619 -10.91031 2.17201  0.092
H -4.19878 -8.60383 2.80972  0.104
H -2.94528 -6.53056 2.92817  0.103
H -2.73203 -6.31358 -1.34633  0.110
H -4.06158 -8.43717 -1.51871  0.124
H -1.81341 -4.81793 2.93913  0.145
H -0.88193 -3.04510 4.43013  0.114
H 0.10286 -1.07805 5.60421  0.108
H 0.98547 0.82026 4.26246  0.096
H 1.47814 0.75177 -2.06020  0.092
H 0.52225 -0.98866 -3.49110  0.115
H -0.74647 -2.90653 -2.42846  0.124
S 3.38767 2.91482 5.20798  0.623
C 3.69803 2.20809 3.74010  -1.754
S 4.21730 0.78783 3.04390  0.571
S 3.16290 3.73786 3.25611  0.537
C 3.65636 0.43382 -5.15278  -0.092
C 4.17877 0.12506 -3.74485  -0.315
C 4.30825 1.35530 -2.86739  -0.330
S 4.23869 0.79183 -1.13772  0.945
O 3.72515 2.02241 -0.32775  -0.706
C 6.02405 0.63623 -0.78331  -0.322
C 6.77402 1.96188 -0.65504  -0.264
C 6.62568 2.60233 0.74120  -0.104
H 3.58823 -0.47683 -5.74659  0.077
H 4.31079 1.11427 -5.68435  0.076
H 2.67085 0.88352 -5.13405  0.070
H 5.13066 -0.41296 -3.77495  0.109
H 3.52344 -0.61145 -3.27190  0.082
H 3.47276 2.03045 -3.00947  0.096
H 5.24298 1.88182 -3.03479  0.093
H 6.43286 -0.01803 -1.55013  0.093
H 6.03950 0.08652 0.15562  0.082
H 6.44573 2.65647 -1.43162  0.097
H 7.83438 1.78326 -0.86665  0.114
H 5.60214 2.93087 0.91712  0.044
H 7.30329 3.44473 0.86911  0.076
H 6.86047 1.89152 1.53136  0.063
N 0.44457 2.85401 -0.44141  -0.405
P -0.97550 3.46809 -0.38771  0.676
C -2.24574 2.20406 -0.43662  -0.277
C -2.10678 1.28773 -1.49254  -0.087
C -2.94193 0.16928 -1.56888  -0.079
C -3.92158 -0.04996 -0.59852  -0.075
C -4.08595 0.87396 0.43135  -0.076
C -3.26604 2.00985 0.52438  -0.063
C -1.18955 4.52160 -1.80532  -0.307
C -2.46243 4.96451 -2.22610  -0.064
C -2.55586 5.78650 -3.35629  -0.072
C -1.40601 6.16983 -4.06011  -0.074
C -0.15689 5.71761 -3.64694  -0.074
C -0.04533 4.89658 -2.51599  -0.077
C -1.23609 4.40961 1.10941  -0.287
C -1.18983 5.81955 1.11556  -0.054
C -1.06732 6.50819 2.32640  -0.067
C -1.02451 5.81635 3.54550  -0.073
C -1.10108 4.42453 3.53726  -0.077
C -1.18520 3.71534 2.32698  -0.125
H -1.35291 1.44033 -2.25600  0.102
H -2.81583 -0.53479 -2.37767  0.100
H -4.54987 -0.93069 -0.64925  0.105
H -4.84659 0.72756 1.18594  0.102
H -3.42389 2.71783 1.33399  0.099
H -3.36971 4.68313 -1.71365  0.108
H -3.53387 6.10286 -3.67880  0.100
H -1.50345 6.81050 -4.92277  0.102
H 0.74849 5.98092 -4.17690  0.101
H 0.92607 4.52875 -2.20015  0.088
H -1.25197 6.37925 0.19138  0.103
H -0.98527 7.58853 2.31936  0.105
H -0.92212 6.35146 4.47300  0.101
H -1.10205 3.86181 4.46205  0.102
H -1.23908 2.62718 2.36057  0.091

Computed properties:
HOMO energy   -9.46 eV
Relative energy (zero: lowest compared OMol25 entry of this formula, charge and spin)   12.1 kcal per mole
Maximum force   4.12 eV/A
Molecular weight   963.83 g/mol
Total charge   +1
Multiplicity   1

Record 3
A molecular structure, C45H43N6O2Ti in a non-equilibrium geometry, computed with ωB97M-V with the def2-TZVPD basis set.

Each line ends with the Löwdin charge.
Cartesian coordinates (Å):
Ti 1.11821 -0.79599 -0.21823  1.201
C 0.34587 -4.13593 -2.52538  -0.040
C -0.66177 -3.08605 -2.84811  -0.213
C -2.03479 -3.41511 -3.03940  -0.025
C -2.85260 -2.50851 -3.68368  -0.078
C -2.32401 -1.28972 -4.09312  -0.071
C -1.07874 -0.81944 -3.70362  -0.199
C -0.69231 0.58452 -4.04558  -0.032
C -0.25457 -1.76122 -2.99788  -0.194
N 0.89251 -1.27717 -2.30483  0.003
C 2.09300 -1.11209 -3.05123  -0.466
O 2.25187 -0.98289 -4.25508  0.114
C 3.21271 -1.25369 -2.19352  -0.170
C 4.48372 -1.52879 -2.66786  0.033
C 5.40617 -2.02712 -1.82308  -0.032
C 5.09483 -2.25037 -0.50641  0.045
C 3.87382 -1.80463 0.02598  -0.136
N 2.95858 -1.37855 -0.86182  0.040
C 3.47133 -1.66118 1.46201  -0.461
O 4.13335 -2.20759 2.36460  0.090
N 2.37220 -0.85903 1.59166  0.013
C 2.31763 -0.03146 2.74347  -0.199
C 3.37478 0.83451 3.07661  -0.194
C 4.59979 0.94679 2.17729  -0.021
C 3.35420 1.60692 4.22279  -0.041
C 2.31670 1.45081 5.14087  -0.074
C 1.27457 0.59876 4.85921  -0.052
C 1.30608 -0.19727 3.70805  -0.199
C 0.36272 -1.36280 3.60043  -0.027
H 0.70665 -4.66479 -3.42672  0.100
H -0.09737 -4.91764 -1.82932  0.102
H 1.22440 -3.61952 -2.06615  0.066
H -2.38938 -4.31471 -2.65930  0.090
H -3.85971 -2.78714 -4.02511  0.114
H -2.96011 -0.64110 -4.65924  0.104
H -0.96210 1.27051 -3.23642  0.067
H -1.19656 0.89017 -4.95837  0.084
H 0.43150 0.65029 -4.22871  0.090
H 4.68208 -1.41586 -3.73627  0.145
H 6.34870 -2.30614 -2.27775  0.131
H 5.94420 -2.70007 0.12633  0.166
H 5.36991 0.22406 2.43873  0.088
H 5.04859 1.90979 2.38442  0.076
H 4.40851 0.77023 1.12617  0.067
H 4.09728 2.39294 4.32222  0.116
H 2.17728 2.04703 5.98765  0.088
H 0.41780 0.45931 5.54659  0.125
H -0.64462 -1.10849 3.23093  0.079
H 0.17510 -1.74304 4.59700  0.086
H 0.80471 -2.11114 2.93841  0.067
C -3.34337 4.48788 0.46429  -0.027
C -4.06534 3.25194 -0.02154  -0.229
C -5.47012 3.39275 -0.02371  0.002
C -6.23485 2.29832 -0.55149  -0.048
C -5.59691 1.25961 -1.23794  -0.082
C -4.21603 1.19955 -1.20401  -0.042
C -3.45583 2.14000 -0.47042  -0.201
N -2.03640 2.02686 -0.31957  0.165
C -1.29879 0.91418 -0.05545  -0.292
N -2.05818 -0.23188 0.14848  0.180
C -1.58405 -1.45393 0.66819  -0.212
C -0.29959 -1.93101 0.38428  -0.211
C -0.00352 -3.28181 0.59795  -0.096
C -0.86332 -4.11362 1.32944  -0.065
C -2.07653 -3.63669 1.73847  0.001
C -2.49801 -2.32803 1.27629  -0.163
C -3.99206 -1.92774 1.31652  -0.036
N 0.03613 0.93833 -0.09780  0.010
C 0.73639 2.08495 0.40745  -0.251
C 0.23280 2.69831 1.58014  -0.038
C 1.02726 3.63616 2.24659  -0.053
C 2.06665 4.25327 1.51399  -0.068
C 2.39658 3.86762 0.21300  -0.011
C 1.72329 2.73007 -0.33684  -0.203
C 1.83174 2.36228 -1.80111  -0.034
H -2.28487 4.34753 0.67364  0.050
H -3.74487 4.69590 1.48800  0.104
H -3.47901 5.42727 -0.12546  0.111
H -5.96651 4.26997 0.37641  0.119
H -7.32664 2.26424 -0.53931  0.108
H -6.13110 0.50550 -1.85023  0.124
H -3.71681 0.42458 -1.83284  0.126
H -1.53521 2.94356 -0.22241  0.152
H -3.03657 -0.11879 0.32721  0.088
H 0.84895 -3.79148 0.10875  0.112
H -0.54385 -5.14287 1.51842  0.124
H -2.76391 -4.21827 2.35517  0.124
H -4.55391 -2.74605 1.77767  0.078
H -4.49585 -1.66675 0.32048  0.103
H -4.17713 -0.98280 1.90371  0.097
H -0.68009 2.27458 2.00557  0.123
H 0.83915 3.86309 3.34894  0.139
H 2.61799 5.08036 1.91502  0.101
H 3.13521 4.38536 -0.39356  0.119
H 1.26362 3.11788 -2.42842  0.118
H 1.47502 1.36754 -2.05392  0.027
H 2.85573 2.50186 -2.18724  0.092

Computed properties:
HOMO energy (alpha / beta)   -10.61 / -10.61 eV
Maximum force   3.82 eV/A
Molecular weight   747.75 g/mol
Total charge   +1
Multiplicity   1